[1]
75
Properties=species:S:1:pos:R:3:forces:R:3 method="wB97M-V/def2-TZVPD" e_lumo_ha="-0.1701 / -0.1707" e_above_lowest_ev=4.9124 multiplicity=5 homo_lumo_gap_ha="0.186 / 0.191" total_charge=+1 total_energy_ha=-5181.73733
O -4.9583 2.1671 -1.4355 2.822 -0.618 0.468
H -5.8917 2.2761 -1.6506 -0.075 -0.403 -0.279
Mn -2.1214 0.1184 -0.4822 3.717 5.171 -2.328
N -2.2498 1.4150 0.9153 1.464 3.782 -1.273
N -1.1205 1.8896 -1.3837 -1.464 0.907 2.430
N -2.2876 -1.5058 0.2708 1.187 -6.018 -0.115
N -1.3795 -0.9138 -1.9853 1.007 -3.977 -0.327
O -2.7184 0.9834 2.0046 -0.608 -0.456 1.136
O -2.8246 -1.5670 1.5043 0.389 0.047 -0.215
O -0.6579 -0.4573 -3.0295 -0.604 0.413 0.468
O -0.2091 1.8991 -2.2970 0.183 -0.865 -1.431
C -1.2879 2.9756 -0.6335 0.301 -1.846 -1.233
C -1.9890 2.7293 0.6092 -0.944 -3.167 0.752
C -1.8726 -2.5964 -0.4325 -1.248 3.722 2.089
C -1.2922 -2.2424 -1.7222 0.063 3.640 -0.742
C -2.3571 3.8226 1.5135 0.406 0.373 0.481
H -3.3740 4.1673 1.3106 -0.002 0.037 0.085
H -1.6514 4.6408 1.3056 -0.429 -0.079 0.498
H -2.2851 3.4934 2.5575 -0.060 0.202 -0.236
C -0.6216 4.2562 -1.0275 0.189 0.144 0.012
H -0.5826 4.3395 -2.1205 -0.024 -0.151 0.258
H 0.4192 4.3141 -0.6664 -0.375 -0.101 -0.056
H -1.1545 5.1200 -0.6337 -0.006 -0.033 -0.001
C -1.8670 -3.9183 0.1560 -0.348 -0.943 0.070
C -0.5229 -3.1906 -2.5497 0.565 -0.479 -0.609
H -2.7131 -3.9447 0.8525 0.323 -0.414 -0.001
H -0.9199 -4.0342 0.7109 -0.344 -0.220 -0.105
H -1.9658 -4.6909 -0.6293 0.120 0.236 0.598
H 0.0617 -2.7072 -3.3642 -0.637 -0.132 0.699
H -1.1898 -3.9485 -2.9901 0.132 0.225 0.058
H 0.1946 -3.7390 -1.9219 -0.202 0.135 -0.075
H -2.7690 -0.5414 1.7879 -0.336 -0.268 0.495
H -0.4556 0.5853 -2.7777 0.287 0.031 -0.262
C -4.1357 1.6680 -3.2135 -1.120 0.520 1.337
H -4.5651 2.6511 -3.3248 -0.152 -0.382 -1.473
H -4.6885 0.8572 -2.8033 -0.906 -0.817 -1.653
H -3.1553 1.3839 -3.6085 0.478 0.776 1.126
O -4.0298 0.1524 -0.2827 -2.998 -0.185 -1.034
H -4.5206 1.0805 -0.9887 -1.070 -0.158 1.966
H -4.5179 -0.5014 0.3059 0.533 1.594 -1.365
O -0.0127 0.0663 0.5590 -0.779 -0.081 -0.436
As 1.5822 -0.3030 0.7530 -0.895 0.154 -0.074
C 1.6443 -1.4138 2.3264 1.617 -0.247 -0.148
C 2.8517 -2.0563 2.6874 -1.360 -0.300 1.078
C 2.8550 -2.8660 3.8460 0.900 0.517 -1.175
C 1.7146 -2.9972 4.6089 -0.939 -0.232 0.762
C 0.5229 -2.3468 4.2566 0.745 0.352 -0.953
C 0.4979 -1.5514 3.0879 -0.498 -0.396 0.829
C 2.2044 -1.2980 -0.7866 0.304 -1.306 1.091
C 2.3795 -0.6619 -1.9939 0.169 0.972 -0.717
C 2.9125 -1.3439 -3.0858 -0.014 -0.963 0.314
C 3.2321 -2.7158 -2.9544 -0.176 1.215 -0.405
C 3.0185 -3.3566 -1.7483 -0.105 -0.954 0.695
C 2.4942 -2.6813 -0.6448 0.052 1.269 -0.771
C 2.4609 1.3921 0.9919 0.858 -0.435 0.828
C 2.3107 2.3917 0.0395 0.143 0.495 -0.326
C 2.9775 3.6181 0.2122 -0.238 -0.649 0.089
C 3.7783 3.8130 1.3412 0.100 0.298 -0.141
C 3.9222 2.8150 2.3008 -0.570 -0.935 -0.098
C 3.2507 1.5806 2.1433 0.075 1.246 -1.070
H 3.7391 -1.9351 2.0936 0.277 -0.017 -0.129
H 3.7841 -3.3796 4.1134 -0.424 0.172 0.023
H 1.7302 -3.6264 5.5159 0.030 0.403 -0.584
H -0.3699 -2.4415 4.8591 0.037 -0.040 0.015
H -0.4206 -1.0440 2.7865 0.289 -0.082 0.054
H 2.1126 0.4044 -2.0967 0.205 -0.639 0.024
H 3.0776 -0.8244 -4.0234 -0.049 -0.092 0.084
H 3.6356 -3.2529 -3.8099 -0.022 0.065 0.225
H 3.2638 -4.4267 -1.6360 -0.135 0.636 -0.157
H 2.3165 -3.1740 0.2995 0.110 -0.134 0.027
H 1.6839 2.2213 -0.8460 0.203 0.135 0.370
H 2.8735 4.3931 -0.5515 0.082 -0.209 0.326
H 4.3097 4.7647 1.4642 -0.237 -0.437 -0.030
H 4.5517 2.9556 3.1725 -0.067 0.119 -0.098
H 3.3421 0.7936 2.8684 0.102 -0.142 0.267


[2]
9
Properties=species:S:1:pos:R:3:forces:R:3 method="wB97M-V/def2-TZVPD" e_lumo_ha=-0.0164 e_above_lowest_ev=0.7935 multiplicity=1 homo_lumo_gap_ha=0.386 total_energy_ha=-338.31227 smiles="N#CC#CC(N)=O"
N -1.7192 0.4701 0.4607 -0.113 -0.029 -0.003
C -1.0612 -0.7041 0.6414 -0.163 -0.240 -0.022
O -1.5895 -1.7889 0.7572 0.162 0.373 -0.057
C 0.3987 -0.5326 0.6659 0.636 0.088 -0.032
C 1.5844 -0.3140 0.6569 -0.654 0.179 0.062
C 2.8478 0.2475 0.6825 0.790 0.653 0.092
N 3.8285 0.8638 0.7291 -0.762 -0.779 -0.086
H -1.2485 1.3605 0.4130 -0.002 -0.243 -0.016
H -2.7244 0.4384 0.3847 0.105 -0.002 0.063


[3]
70
Properties=species:S:1:pos:R:3:forces:R:3 method="wB97M-V/def2-TZVPD" e_lumo_ha=-0.1890 multiplicity=1 homo_lumo_gap_ha=0.128 total_charge=+1 total_energy_ha=-1955.04663
C 4.9514 -4.1064 -2.3479 0.115 -0.652 -0.282
O 5.0314 -2.8886 -1.6437 -1.689 1.930 -0.060
C 3.9816 -2.0145 -1.8845 0.872 -0.524 0.305
C 3.9520 -0.7974 -1.1838 0.599 -0.381 0.182
C 2.9441 0.1071 -1.3687 -0.106 -0.106 -0.118
C 1.9045 -0.1483 -2.2821 -0.150 0.061 -0.067
C 0.8680 0.8016 -2.4921 0.070 -0.407 -0.131
C -0.1204 0.6232 -3.4346 -0.105 0.094 -0.120
C -1.1766 1.4723 -3.6805 0.142 -0.503 -0.124
C -2.1863 1.1767 -4.6380 0.053 -0.096 -0.031
C -3.2141 2.0987 -4.9064 0.116 -0.246 -0.018
C -4.1940 1.8119 -5.8151 -0.532 -0.051 -0.445
C -4.2174 0.5903 -6.5090 -0.904 0.102 -0.629
O -5.2533 0.3704 -7.4064 1.671 0.880 1.743
C -5.2181 -0.8818 -8.0511 -0.125 -0.568 -0.409
C -3.1923 -0.3289 -6.2469 -0.365 -0.338 -0.475
C -2.2089 -0.0462 -5.3426 -0.029 0.403 0.203
C 1.9347 -1.3737 -2.9784 0.007 0.309 0.174
C 2.9395 -2.2759 -2.7875 0.394 -0.542 -0.043
H 5.8016 -4.7261 -2.0618 -0.069 0.252 0.073
H 4.0289 -4.6282 -2.0884 0.035 -0.111 -0.058
H 4.9916 -3.9215 -3.4225 0.018 -0.124 -0.034
H 4.7512 -0.5968 -0.4926 0.154 0.062 0.174
H 2.9394 1.0290 -0.8140 0.026 0.190 0.171
H 0.8530 1.6901 -1.8867 0.076 0.302 0.274
H -0.0579 -0.2544 -4.0459 0.013 -0.164 -0.079
H -1.2478 2.3847 -3.1156 -0.094 0.364 0.145
H -3.2193 3.0407 -4.3868 -0.060 0.234 0.096
H -4.9752 2.5195 -6.0200 -0.218 0.206 -0.043
H -6.0786 -0.9488 -8.7174 0.085 0.195 0.163
H -4.3053 -0.9742 -8.6407 -0.014 -0.110 -0.067
H -5.2768 -1.6851 -7.3155 -0.013 -0.100 -0.067
H -3.1762 -1.2726 -6.7618 0.066 -0.151 -0.018
H -1.4526 -0.7894 -5.1677 0.060 -0.160 -0.032
H 1.1504 -1.6233 -3.6694 -0.054 -0.130 -0.120
H 2.9295 -3.1960 -3.3418 -0.084 -0.126 -0.102
C -0.8050 2.2617 1.1767 -0.377 0.221 0.184
O 0.1414 1.2564 1.4344 0.668 -0.841 1.039
C -0.0480 0.7017 2.7363 0.723 0.646 0.805
C -1.0532 -0.3659 2.8766 -0.303 -0.016 -0.343
C -2.1080 -0.2734 3.7936 0.439 0.265 -0.548
C -2.9742 -1.3269 3.9676 -0.225 -0.237 0.062
C -2.8256 -2.4821 3.2224 -0.110 -0.130 0.117
C -1.8219 -2.5693 2.2752 -0.106 -0.168 -0.108
C -0.9536 -1.5189 2.0893 0.078 0.507 0.136
C 0.7206 1.1709 3.7771 -0.339 -0.314 -0.345
N 0.7917 0.7441 5.1153 0.278 -0.176 0.267
C 0.1346 -0.4611 5.6178 0.184 0.246 -0.092
C 1.6920 1.4694 5.9379 -0.286 -0.078 -0.774
C 2.3825 2.4546 5.2274 -0.413 -0.384 0.041
C 3.3184 3.2506 5.8563 -0.124 0.011 -0.386
C 3.5584 3.0746 7.2056 0.057 0.002 0.210
C 2.8711 2.1053 7.9200 0.218 0.251 -0.052
C 1.9424 1.2981 7.2991 -0.501 -0.319 -0.591
S 1.8720 2.4833 3.5399 0.194 0.215 -0.118
H -0.6742 2.6176 0.1540 0.074 -0.033 -0.005
H -1.8133 1.8608 1.2956 -0.158 0.103 -0.059
H -0.6579 3.0880 1.8744 -0.132 0.173 -0.060
H -2.2201 0.6278 4.3724 -0.037 0.196 0.080
H -3.7655 -1.2555 4.6936 -0.189 0.021 0.139
H -3.4885 -3.3163 3.3824 -0.137 -0.116 0.006
H -1.7122 -3.4662 1.6890 0.005 -0.174 -0.116
H -0.1726 -1.5762 1.3491 0.204 -0.039 -0.093
H 0.6805 -0.8827 6.4576 0.217 0.167 -0.018
H -0.8740 -0.2251 5.9493 -0.075 -0.173 0.068
H 0.0907 -1.2170 4.8366 0.008 0.052 0.100
H 3.8443 3.9961 5.2872 0.169 0.221 -0.052
H 4.2782 3.7008 7.7058 0.114 0.082 0.055
H 3.0601 1.9848 8.9731 0.021 -0.046 0.167
H 1.4075 0.5520 7.8591 -0.100 -0.130 0.150